No. 1
{"formula": "C7H15O2", "method": "ωB97M-V/def2-TZVPD", "max_force_ha_per_bohr": 0.08401, "homo_lumo_gap_ev": 12.4, "total_charge": 1, "lumo_ev": -2.59, "e_above_lowest_ev": 1.925, "e_homo_ha": -0.551, "symbols": ["C", "C", "C", "C", "C", "C", "C", "O", "O", "H", "H", "H", "H", "H", "H", "H", "H", "H", "H", "H", "H", "H", "H", "H"], "positions_angstrom": [[0.94, 0.73, 0.91], [1.48, -0.54, 0.14], [-0.82, -0.47, -0.28], [2.79, -0.44, -0.50], [-1.88, -0.26, -1.30], [-1.15, -1.52, 0.74], [-1.12, 2.02, 0.39], [0.50, -0.72, -0.90], [-0.54, 0.72, 0.69], [1.15, 0.57, 1.91], [1.50, 1.68, 0.73], [1.38, -1.27, 0.81], [3.52, 0.32, -0.20], [2.62, -0.13, -1.62], [3.43, -1.38, -0.51], [-1.83, 0.60, -1.82], [-2.89, -0.29, -0.97], [-1.60, -1.03, -1.99], [-2.17, -1.35, 1.06], [-0.44, -1.56, 1.47], [-1.19, -2.45, 0.15], [-2.15, 1.68, 0.29], [-0.97, 2.68, 1.24], [-0.56, 2.40, -0.46]]}


No. 2
{"formula": "C7H15O2P", "method": "ωB97M-V/def2-TZVPD", "max_force_ha_per_bohr": 0.09579, "homo_lumo_gap_ev": 8.9, "smiles": "C=[PH]1OCCCO1.C=CC", "lumo_ev": 0.93, "e_above_lowest_ev": 3.222, "e_homo_ha": -0.293, "symbols": ["C", "P", "O", "C", "C", "C", "O", "H", "H", "H", "H", "H", "H", "H", "H", "H", "C", "C", "C", "H", "H", "H", "H", "H", "H"], "positions_angstrom": [[-2.48, -2.10, -0.07], [-0.92, -1.48, 0.18], [-0.92, -0.42, 1.33], [-1.71, 0.70, 1.04], [-1.21, 1.47, -0.26], [-1.14, 0.42, -1.43], [-0.33, -0.69, -1.10], [-2.42, -2.76, -0.95], [-2.97, -2.73, 0.79], [0.24, -2.04, 0.47], [-1.79, 1.42, 1.89], [-2.68, 0.38, 0.85], [-1.99, 2.20, -0.46], [-0.12, 1.73, -0.06], [-2.21, 0.18, -1.71], [-0.65, 1.06, -2.16], [1.87, 0.02, 1.29], [2.46, 0.74, 0.31], [3.22, 0.22, -0.81], [1.86, -1.05, 1.43], [1.24, 0.40, 2.11], [2.32, 1.92, 0.49], [2.53, -0.03, -1.64], [3.91, -0.66, -0.35], [3.89, 1.11, -1.17]]}


No. 3
{"formula": "C7H15O2Si", "method": "ωB97M-V/def2-TZVPD", "max_force_ha_per_bohr": 0.10699, "homo_lumo_gap_ev": 7.0, "total_charge": -1, "lumo_ev": 3.77, "e_above_lowest_ev": 1.066, "e_homo_ha": -0.117, "symbols": ["C", "C", "C", "C", "C", "C", "C", "O", "O", "Si", "H", "H", "H", "H", "H", "H", "H", "H", "H", "H", "H", "H", "H", "H", "H"], "positions_angstrom": [[-1.62, 0.66, -1.45], [0.06, -1.74, -3.02], [0.60, 1.77, 2.94], [-1.06, -1.38, -0.16], [0.56, -0.74, -1.90], [-0.23, 0.98, 1.95], [-0.45, -0.20, -0.96], [-1.62, 1.78, -0.82], [-2.39, 0.29, -2.32], [-0.22, 1.66, 0.17], [-0.98, -1.37, -3.12], [0.03, -2.80, -2.72], [0.52, -1.62, -3.90], [1.65, 1.83, 2.37], [0.16, 2.80, 2.98], [0.79, 1.21, 3.77], [-0.33, -2.17, 0.14], [-1.82, -2.09, -0.75], [-1.59, -0.94, 0.60], [1.28, -1.16, -1.19], [1.06, 0.05, -2.44], [-1.21, 0.90, 2.25], [0.13, -0.07, 2.12], [1.11, 1.96, -0.35], [-0.35, 3.17, 0.53]]}


No. 4
{"formula": "C7H15O4P", "method": "ωB97M-V/def2-TZVPD", "max_force_ha_per_bohr": 0.05318, "homo_lumo_gap_ev": 9.1, "smiles": "C[C@@H]1COC(=O)O1.CCCPO", "lumo_ev": 0.66, "e_above_lowest_ev": 0.000, "e_homo_ha": -0.311, "symbols": ["C", "C", "C", "O", "C", "O", "O", "H", "H", "H", "H", "H", "H", "C", "C", "C", "P", "O", "H", "H", "H", "H", "H", "H", "H", "H", "H"], "positions_angstrom": [[3.44, 2.73, -1.26], [3.55, 1.29, -0.80], [2.41, 0.42, -1.24], [2.39, -0.59, -0.24], [2.91, -0.02, 0.89], [2.88, -0.53, 1.99], [3.47, 1.20, 0.62], [3.54, 2.80, -2.34], [2.48, 3.16, -0.96], [4.22, 3.34, -0.79], [4.52, 0.87, -1.10], [2.57, -0.01, -2.23], [1.44, 0.94, -1.23], [-0.75, -1.65, 0.40], [-1.93, -0.54, 0.57], [-3.23, -1.14, 1.38], [-4.77, -1.40, 0.22], [-6.19, -0.60, 0.93], [-0.93, -2.67, 0.95], [0.30, -1.18, 0.66], [-0.70, -1.91, -0.76], [-1.51, 0.47, 1.03], [-2.32, -0.24, -0.51], [-2.93, -2.25, 1.71], [-3.53, -0.54, 2.34], [-4.43, -0.67, -0.97], [-6.93, -1.26, 0.74]]}


No. 5
{"formula": "C7H15OP", "method": "ωB97M-V/def2-TZVPD", "max_force_ha_per_bohr": 0.11603, "homo_lumo_gap_ev": 7.5, "smiles": "CC(=O)C(C)=P(C)(C)C", "lumo_ev": 0.82, "e_above_lowest_ev": 3.227, "e_homo_ha": -0.246, "symbols": ["C", "C", "O", "C", "C", "P", "C", "C", "C", "H", "H", "H", "H", "H", "H", "H", "H", "H", "H", "H", "H", "H", "H", "H"], "positions_angstrom": [[2.28, 2.28, -0.51], [1.78, 0.91, -0.10], [2.25, 0.07, 0.62], [0.03, 0.56, -0.64], [-0.86, 1.74, -0.79], [-0.50, -0.86, 0.20], [-2.23, -1.10, -0.32], [-0.31, -1.04, 2.10], [0.43, -2.33, -0.40], [1.49, 3.14, -0.21], [3.23, 2.42, -0.05], [2.37, 2.26, -1.51], [-0.39, 2.78, -0.53], [-1.68, 1.60, -0.15], [-1.32, 1.95, -1.80], [-2.49, -2.24, -0.24], [-2.87, -0.50, 0.17], [-2.39, -0.70, -1.40], [-1.21, -0.54, 2.43], [-0.23, -2.11, 2.26], [0.47, -0.44, 2.20], [0.47, -2.34, -1.44], [1.45, -2.21, -0.16], [0.25, -3.29, 0.28]]}


No. 6
{"formula": "C7H15OP", "method": "ωB97M-V/def2-TZVPD", "max_force_ha_per_bohr": 0.18787, "homo_lumo_gap_ev": [5.7, 7.0], "spin_multiplicity": 3, "lumo_ev": [1.07, -1.90], "e_above_lowest_ev": 2.743, "e_homo_ha": [-0.170, -0.328], "symbols": ["C", "C", "C", "C", "C", "C", "C", "O", "P", "H", "H", "H", "H", "H", "H", "H", "H", "H", "H", "H", "H", "H", "H", "H"], "positions_angstrom": [[2.27, 0.51, -0.84], [2.67, -0.90, -0.94], [1.76, -0.22, 0.08], [4.17, -1.12, -0.61], [1.05, -0.71, 1.19], [-3.92, 1.29, -0.90], [-2.82, 0.22, 1.46], [-1.33, 1.22, -0.33], [-2.56, 0.10, -0.39], [-0.71, 0.77, -0.87], [2.34, 1.50, -1.22], [2.24, -1.61, -1.68], [4.78, -1.30, -1.59], [4.13, -2.05, -0.06], [4.53, -0.16, -0.13], [1.56, -1.35, 1.93], [0.15, -1.32, 0.71], [0.57, 0.20, 1.76], [-3.43, 2.23, -0.76], [-4.25, 1.09, -1.86], [-4.76, 0.98, -0.29], [-1.88, -0.04, 1.90], [-3.04, 1.17, 1.77], [-3.54, -0.53, 1.68]]}


No. 7
{"formula": "C7H15OS3", "method": "ωB97M-V/def2-TZVPD", "max_force_ha_per_bohr": 0.13045, "homo_lumo_gap_ev": 8.4, "total_charge": 1, "lumo_ev": -3.31, "e_above_lowest_ev": 0.815, "e_homo_ha": -0.429, "symbols": ["C", "C", "S", "C", "S", "C", "H", "H", "H", "H", "H", "H", "H", "C", "S", "C", "C", "O", "H", "H", "H", "H", "H", "H", "H", "H"], "positions_angstrom": [[-2.55, 2.06, -1.79], [-1.22, 2.56, -1.30], [0.10, 1.31, -1.48], [-0.56, -0.02, -0.65], [-2.13, -0.59, -0.96], [-3.07, 0.99, -0.84], [-3.28, 2.87, -1.76], [-2.51, 1.68, -2.81], [-0.92, 3.42, -1.89], [-1.28, 2.87, -0.25], [-0.37, -0.12, 0.53], [-3.08, 1.34, 0.20], [-4.09, 0.68, -1.11], [2.63, -2.76, 0.88], [1.37, -1.54, 1.40], [2.30, -0.18, 2.07], [0.65, -1.11, -0.18], [0.43, -2.09, 2.37], [3.27, -2.19, 0.15], [3.19, -3.17, 1.76], [2.07, -3.58, 0.38], [3.23, -0.05, 1.49], [1.66, 0.72, 2.08], [2.48, -0.41, 3.14], [1.48, -0.68, -0.78], [0.21, -2.00, -0.67]]}


No. 8
{"formula": "C7H15PS", "method": "ωB97M-V/def2-TZVPD", "max_force_ha_per_bohr": 0.08791, "homo_lumo_gap_ev": 8.1, "lumo_ev": 0.01, "e_above_lowest_ev": 1.868, "e_homo_ha": -0.296, "symbols": ["C", "C", "C", "C", "C", "C", "C", "P", "S", "H", "H", "H", "H", "H", "H", "H", "H", "H", "H", "H", "H", "H", "H", "H"], "positions_angstrom": [[1.27, -2.12, 1.24], [-0.01, -2.65, 0.44], [1.57, -0.64, 0.96], [-1.36, 0.96, 0.80], [0.33, 2.14, -0.58], [-1.52, 0.97, -1.62], [-0.62, 1.04, -0.47], [0.61, -0.50, -0.70], [1.53, -0.52, -2.37], [1.09, -2.34, 2.31], [2.30, -2.65, 0.91], [0.27, -3.43, -0.22], [-0.84, -2.85, 1.10], [1.14, 0.05, 1.69], [2.58, -0.33, 0.80], [-1.57, -0.06, 1.13], [-0.74, 1.38, 1.56], [-2.29, 1.35, 0.57], [0.12, 3.09, -0.10], [0.56, 2.41, -1.66], [1.14, 1.72, -0.03], [-2.27, 0.17, -1.49], [-2.24, 1.92, -1.66], [-1.07, 0.90, -2.59]]}


What is the formula in the fifth record?
C7H15OP